# 1
Density functional theory data (ωB97M-V with the def2-TZVPD basis set) for a molecular structure, C33H31FIrN5O5S at a distorted geometry.

Atoms and positions in Å:
O (-2.650, 2.726, -0.060)
C (-0.286, 1.546, 6.712)
C (-0.546, 1.274, 2.454)
N (-0.721, -1.779, -1.398)
H (-6.257, -0.718, -5.500)
H (4.759, -1.416, -2.922)
H (-6.062, 0.882, -4.764)
C (0.221, 0.401, 4.635)
H (-5.495, -2.754, -4.286)
H (-1.367, 3.924, 9.724)
H (-1.313, 3.402, 6.485)
O (-2.136, -1.788, 0.464)
C (2.682, -1.941, -2.667)
C (0.667, 0.809, 8.899)
C (1.513, -1.587, -1.975)
N (0.287, 2.769, 10.340)
N (-0.237, 1.654, 8.118)
C (-3.367, -1.787, -1.861)
H (-1.327, 5.969, 2.836)
H (0.485, 3.222, 11.233)
C (2.568, 0.173, -0.891)
H (3.523, -3.325, -4.095)
H (0.011, 0.796, 10.995)
N (-1.645, 3.469, 3.854)
N (1.483, -0.554, -1.084)
C (-5.239, -0.735, -3.609)
C (0.280, 0.476, 5.995)
H (1.702, 1.242, 10.765)
C (1.476, -3.761, -3.675)
O (-2.118, -3.876, -0.874)
Ir (-0.367, -0.358, -0.065)
C (-1.171, 2.890, 9.996)
C (3.768, -0.101, -1.558)
C (-4.969, -2.103, -3.600)
C (-1.473, 1.916, 8.846)
H (-2.439, 4.040, 2.031)
H (-4.754, 1.159, -2.713)
O (0.046, 0.316, 1.874)
H (-0.605, -3.971, -3.075)
H (-3.821, -3.700, -2.717)
H (4.627, 0.528, -1.374)
H (-1.224, 6.167, 5.931)
C (0.702, 1.331, 10.347)
O (-0.756, 1.587, -0.395)
C (0.328, -2.313, -2.140)
H (-2.222, 2.350, 8.191)
H (-2.591, 6.762, 3.862)
C (-0.994, 2.480, 4.580)
S (-2.118, -2.456, -0.845)
C (-2.087, 4.697, 4.491)
C (-6.254, -0.170, -4.560)
H (-3.084, 0.237, -1.168)
C (2.636, -3.051, -3.541)
C (-0.435, 1.391, 3.898)
C (-3.616, -0.418, -1.846)
F (0.876, -0.534, 6.656)
H (-0.004, 5.358, 4.850)
H (2.487, 0.987, -0.185)
H (-3.008, 4.589, 5.050)
C (-1.834, 5.994, 3.791)
H (0.653, -0.450, 4.126)
C (-0.896, 2.546, 5.974)
H (-1.890, 0.981, 9.238)
C (-1.332, 2.251, 1.818)
C (-4.033, -2.639, -2.733)
H (0.362, -0.239, 8.922)
C (0.308, -3.400, -2.971)
H (0.827, 3.244, 9.613)
H (-7.256, -0.250, -4.133)
C (3.832, -1.160, -2.424)
C (-1.037, 5.639, 5.006)
H (1.445, -4.619, -4.332)
H (1.661, 0.862, 8.460)
H (-1.752, 2.643, 10.882)
C (-1.841, 3.294, 2.538)
C (-4.555, 0.094, -2.718)
C (-1.656, 2.186, 0.356)

Computed properties:
- lowest unoccupied orbital energy (alpha / beta) (eV) = -5.4 / -5.4
- maximum force (eV/A) = 2.7
- relative energy (zero: lowest compared OMol25 entry of this formula, charge and spin) (kcal per mole) = 12.36
- HOMO energy (alpha / beta) (hartree) = -0.455 / -0.455
- frontier orbital gap (alpha / beta) (eV) = 7.00 / 7.00
- total charge = +2
- total energy (eV) = -68789.097
- spin multiplicity = 1


# 2
Density functional theory data (ωB97M-V with the def2-TZVPD basis set) for a molecular structure, C33H31OReS5Sb2.

Atoms and positions in Å:
C (2.763, -2.652, 0.979)
H (3.263, 1.517, -5.422)
Re (0.594, -0.645, -1.675)
C (1.277, 2.440, -2.193)
H (1.765, 0.146, 4.292)
C (-3.652, 4.475, -3.723)
C (-4.055, -3.361, 1.610)
H (2.480, 3.372, 1.615)
C (1.949, -1.890, 1.831)
C (3.258, 2.582, -3.552)
C (0.531, 3.522, 2.516)
H (5.390, -3.075, 3.058)
C (-2.062, 2.329, -3.237)
H (-0.712, -5.195, 2.700)
H (-3.440, 4.932, -1.632)
H (0.704, 2.728, -1.320)
S (0.131, -2.649, -1.972)
H (2.998, 3.593, -1.670)
H (-2.635, -0.678, 0.137)
H (-2.932, 0.987, 2.029)
H (2.413, -2.965, 0.001)
O (-0.884, 0.672, -1.438)
C (-3.955, -2.191, 0.859)
H (-0.189, -3.751, 3.541)
S (0.562, -3.859, -5.792)
C (4.004, -3.079, 1.418)
C (-2.720, -1.603, 0.697)
H (-2.311, 1.807, -5.332)
S (2.045, -6.228, -2.656)
C (-3.174, 4.253, -2.431)
C (-2.540, 2.502, -4.533)
C (-0.649, 2.860, 2.816)
H (1.499, -1.389, 5.108)
H (0.675, 4.540, 2.855)
S (-0.930, 1.009, -3.048)
H (-3.031, -4.873, 2.720)
C (2.552, 2.925, -2.395)
H (-4.837, -1.742, 0.423)
C (0.724, 1.587, -3.176)
C (-3.338, 3.612, -4.766)
H (-1.998, 2.971, -1.163)
S (2.593, -0.587, -1.263)
H (-2.088, -0.150, 3.081)
C (2.323, -1.599, 3.145)
H (-2.597, 1.410, 3.697)
Sb (0.140, -1.105, 1.172)
C (2.704, 1.749, -4.525)
H (4.636, -3.681, 0.779)
C (-2.363, 3.165, -2.162)
C (0.138, 0.913, 1.698)
C (1.433, 1.240, -4.347)
C (-0.887, 1.542, 2.422)
C (-2.189, 0.904, 2.824)
C (1.344, 1.566, 1.408)
C (3.589, -2.033, 3.548)
H (0.387, -0.871, 3.861)
C (-1.589, -2.207, 1.272)
H (4.254, 2.981, -3.702)
H (-3.726, 3.792, -5.759)
H (2.155, 1.051, 0.908)
H (-5.023, -3.818, 1.765)
C (4.421, -2.749, 2.703)
H (3.917, -1.814, 4.557)
C (1.540, 2.873, 1.814)
C (-2.927, -3.956, 2.152)
H (-1.407, 3.369, 3.399)
C (1.445, -0.887, 4.142)
H (0.978, 0.609, -5.102)
H (0.412, -4.095, 1.916)
Sb (1.259, -4.917, -4.109)
C (-0.466, -4.145, 2.560)
H (-4.289, 5.328, -3.914)
C (-1.651, -3.417, 1.983)

Computed properties:
- lowest unoccupied orbital energy (eV) = -13.8
- maximum force (eV/A) = 0.9
- relative energy (zero: lowest compared OMol25 entry of this formula, charge and spin) (kcal per mole) = 21.72
- HOMO energy (hartree) = -0.692
- frontier orbital gap (eV) = 5.03
- total charge = +4
- total energy (eV) = -106108.928
- spin multiplicity = 1


# 3
Density functional theory data (ωB97M-V with the def2-TZVPD basis set) for 2 unconnected molecules or ions with the total composition C33H31OSi at a distorted geometry.

Atoms and positions in Å:
C (6.975, -1.991, 0.017)
H (-3.997, 5.106, -2.681)
H (5.762, -5.352, 1.541)
C (-0.648, 3.271, -3.130)
H (-4.730, -2.568, -0.728)
C (3.748, -1.000, 0.699)
C (0.725, 4.991, 2.214)
H (-7.117, 2.910, -0.676)
C (-3.549, -3.916, 0.477)
C (-3.749, 2.367, -0.634)
H (-4.557, -5.147, 1.957)
C (1.086, -1.364, 0.040)
H (0.238, 2.297, 0.165)
H (-6.409, 4.765, -2.183)
C (-2.640, -2.043, -0.744)
C (-3.330, 3.449, -1.443)
H (-0.741, -0.458, 0.483)
C (-0.812, 5.545, 0.430)
C (-3.725, -2.825, -0.386)
C (-0.106, 5.920, 1.574)
C (-6.063, 3.045, -0.916)
C (3.300, -0.583, -0.558)
Si (-1.582, 3.968, -1.691)
C (5.459, -3.239, 1.467)
H (-5.419, 1.355, 0.279)
H (-1.205, 2.472, -3.645)
H (3.261, -1.829, 2.625)
C (-1.371, -2.307, -0.200)
H (-3.000, 1.697, -0.213)
C (1.573, -1.859, 1.250)
H (7.276, -1.022, -0.383)
H (-0.192, 6.937, 1.960)
H (0.358, 2.913, -2.860)
C (7.588, -3.187, -0.350)
C (-0.381, -1.171, -0.249)
C (1.983, -0.838, -0.895)
H (-0.461, -0.698, -1.244)
H (1.620, -0.586, -1.891)
C (0.841, 3.684, 1.718)
H (-5.192, -5.312, 0.306)
H (-2.773, -1.199, -1.424)
C (6.106, -4.420, 1.103)
H (-2.096, -5.247, 1.380)
O (5.112, -0.877, 0.964)
H (-1.455, 6.268, -0.069)
H (3.986, -0.099, -1.250)
C (0.143, 3.305, 0.566)
H (8.406, -3.156, -1.070)
C (2.884, -1.580, 1.632)
C (7.174, -4.401, 0.206)
C (-0.689, 4.234, -0.102)
H (0.935, -2.419, 1.931)
H (-5.553, -3.866, 1.255)
C (-4.311, 4.289, -2.029)
H (1.294, 5.287, 3.095)
C (-2.248, -4.323, 0.814)
C (-5.665, 4.092, -1.756)
C (-4.766, -4.601, 1.028)
C (5.871, -2.043, 0.875)
H (-0.138, -3.830, 0.734)
H (-0.551, 4.140, -3.815)
C (-5.108, 2.177, -0.369)
C (-1.153, -3.515, 0.481)
H (4.632, -3.240, 2.175)
H (1.485, 2.960, 2.224)
H (7.663, -5.331, -0.084)

Computed properties:
- lowest unoccupied orbital energy (eV) = -5.8
- maximum force (eV/A) = 3.7
- HOMO energy (hartree) = -0.377
- frontier orbital gap (eV) = 4.48
- total charge = +1
- total energy (eV) = -44640.830
- spin multiplicity = 1


# 4
Density functional theory data (ωB97M-V with the def2-TZVPD basis set) for a molecular structure, C33H32AgGeN3OS2.

Atoms and positions in Å:
C (-1.859, 1.485, -3.610)
H (-3.102, -4.547, 1.493)
C (3.093, -1.955, 1.136)
N (0.961, -0.939, -2.952)
C (3.914, 2.327, -0.630)
H (3.873, -2.595, 1.548)
H (-1.658, -2.758, 3.505)
C (1.640, 2.376, 2.393)
H (-2.029, 1.779, -5.732)
H (-3.893, -0.310, 3.511)
C (-2.455, -0.089, 0.436)
H (1.002, -0.244, 1.284)
H (-2.170, -5.288, -0.660)
N (3.853, 1.331, -1.418)
C (1.523, -3.351, 2.511)
H (5.307, 3.369, -1.881)
S (4.592, -1.238, -2.829)
C (-4.622, 1.552, -3.571)
C (-2.561, 1.663, -4.795)
C (-1.840, -3.287, -1.392)
H (-1.197, -0.630, 2.336)
C (2.047, 2.366, 1.042)
H (0.824, -1.867, -2.565)
C (0.291, -3.566, 3.114)
C (-2.519, 1.337, -2.390)
C (-0.433, -1.396, 2.387)
H (-4.448, 1.248, -1.457)
H (-3.036, 3.132, 0.107)
C (2.557, 2.373, 3.426)
C (-2.259, -4.232, -0.435)
H (4.870, 4.230, -0.376)
H (0.573, 2.390, 2.591)
H (-5.705, 1.584, -3.551)
C (3.656, -0.939, -1.476)
H (-3.757, -2.721, 3.020)
H (-2.998, 1.340, 1.914)
H (0.314, -0.825, -3.724)
H (4.641, 2.372, 3.966)
C (1.786, -2.162, 1.838)
H (-1.456, -3.632, -2.345)
H (-1.553, 3.129, 1.095)
H (3.403, -0.913, 1.156)
C (-1.923, -1.951, -1.119)
C (4.348, 2.350, 1.836)
H (3.729, 4.149, -1.724)
H (-1.615, -1.222, -1.858)
C (-3.481, -0.654, 2.569)
H (-1.514, 3.776, -0.535)
N (3.283, 0.175, -0.897)
C (-0.690, -2.590, 3.049)
C (-3.416, -1.989, 2.295)
H (5.410, 2.339, 1.614)
C (-2.880, -2.441, 1.067)
C (3.444, 2.341, 0.785)
H (0.101, -4.497, 3.635)
C (-2.978, 0.288, 1.649)
H (-4.503, 1.843, -5.695)
C (0.796, -1.183, 1.787)
Ge (-1.459, 1.236, -0.690)
C (4.502, 3.597, -1.184)
H (2.208, 2.381, 4.453)
H (-0.773, 1.467, -3.623)
Ag (1.013, 0.559, -1.032)
C (-2.422, -1.483, 0.122)
H (2.290, -4.116, 2.553)
C (-2.774, -3.818, 0.760)
C (-1.952, 2.998, 0.090)
C (-3.911, 1.371, -2.393)
C (3.920, 2.363, 3.157)
O (1.169, 2.426, 0.068)
S (2.943, -2.393, -0.645)
C (-3.947, 1.700, -4.776)
H (1.910, -0.923, -3.334)

Computed properties:
- lowest unoccupied orbital energy (alpha / beta) (eV) = 2.5 / 1.3
- maximum force (eV/A) = 0.8
- relative energy (zero: lowest compared OMol25 entry of this formula, charge and spin) (kcal per mole) = 19.11
- HOMO energy (alpha / beta) (hartree) = -0.159 / -0.167
- frontier orbital gap (alpha / beta) (eV) = 6.87 / 5.86
- total charge = -1
- total energy (eV) = -123444.676
- spin multiplicity = 2


# 5
Density functional theory data (ωB97M-V with the def2-TZVPD basis set) for a molecular structure, C33H32AuBrN8S2 at a distorted geometry.

Atoms and positions in Å:
N (-0.077, 1.549, 3.009)
H (-2.035, 5.268, 7.229)
C (2.113, -3.660, -1.918)
C (-0.243, -3.065, -1.315)
H (-3.013, 2.713, 2.510)
H (-0.616, 1.021, 5.698)
H (-2.593, 2.509, -0.434)
H (-1.325, 5.779, -2.897)
H (-4.055, 2.654, 3.937)
C (1.842, 3.908, -0.035)
H (1.282, 2.411, -4.539)
C (-0.654, 1.504, -4.771)
H (3.242, 0.240, -0.192)
H (0.572, -0.030, 6.454)
H (0.925, 5.636, -1.902)
C (0.654, -1.697, 4.496)
N (-3.332, -1.932, -0.170)
S (3.666, -2.989, -1.806)
H (-0.106, 1.991, 3.915)
C (-1.825, 3.192, -0.780)
C (2.938, -1.536, -1.097)
C (0.364, 0.552, 5.560)
H (-2.147, -0.260, -2.329)
C (-1.731, 4.932, 6.247)
H (-4.225, -2.378, -0.044)
C (-0.598, 5.462, 5.648)
H (-0.381, -5.156, -2.068)
H (1.544, 1.563, -2.223)
C (-0.320, 2.415, 2.000)
C (0.401, -0.344, 4.350)
H (1.941, 4.590, 0.812)
C (-2.490, 3.985, 5.579)
C (-1.630, 0.741, -4.147)
C (-2.147, 3.542, 4.304)
N (-0.579, 3.685, 2.408)
H (2.593, 4.202, -0.770)
C (-0.841, -4.275, -1.646)
C (0.460, 3.983, -0.628)
N (1.640, -1.586, -0.995)
H (-2.548, 0.485, -4.656)
C (-0.549, 3.099, -0.227)
C (0.647, 1.342, -2.790)
C (0.484, -2.015, 2.133)
C (-1.110, 5.025, -2.151)
C (0.694, -2.539, 3.397)
N (-1.092, -2.136, -0.785)
H (-3.170, -1.037, 0.270)
H (-0.003, 6.203, 6.163)
N (-0.287, 0.614, -2.174)
C (-3.029, 2.553, 3.589)
H (0.522, -2.688, 1.283)
H (0.661, 5.425, 3.910)
H (-3.389, 3.596, 6.041)
H (0.826, -2.102, 5.485)
H (4.687, -0.549, -0.743)
C (0.152, 4.944, -1.589)
C (-1.401, 0.325, -2.851)
N (-0.279, 2.093, 0.738)
C (-0.988, 4.072, 3.722)
C (1.150, -2.779, -1.433)
C (0.226, -0.661, 1.933)
H (0.889, -3.597, 3.523)
H (-0.615, 4.388, 1.687)
Au (-0.017, -0.025, -0.021)
S (-2.494, -4.266, -1.264)
H (-3.098, 4.207, -2.171)
H (-2.715, 1.524, 3.785)
H (1.977, -4.654, -2.315)
H (2.063, 2.901, 0.323)
C (-0.227, 5.028, 4.388)
C (0.508, 1.812, -4.080)
N (3.682, -0.501, -0.720)
Br (-0.908, 2.125, -6.529)
C (-2.300, -2.606, -0.669)
H (1.118, 1.342, 5.505)
C (0.183, 0.172, 3.053)
C (-2.105, 4.144, -1.744)

Computed properties:
- lowest unoccupied orbital energy (alpha / beta) (eV) = -6.2 / -8.9
- maximum force (eV/A) = 1.4
- relative energy (zero: lowest compared OMol25 entry of this formula, charge and spin) (kcal per mole) = 9.25
- HOMO energy (alpha / beta) (hartree) = -0.439 / -0.461
- frontier orbital gap (alpha / beta) (eV) = 5.76 / 3.63
- total charge = +2
- total energy (eV) = -142053.320
- spin multiplicity = 3


# 6
Density functional theory data (ωB97M-V with the def2-TZVPD basis set) for a molecular structure, C33H32BCl3N10O3V at a distorted geometry.

Atoms and positions in Å:
C (0.608, -2.489, 0.587)
C (0.273, -4.238, 2.129)
C (1.120, -3.581, 1.342)
H (-6.025, -1.420, -0.399)
Cl (-1.578, 4.543, 2.082)
Cl (1.442, 3.273, 4.805)
Cl (2.734, 4.339, 1.941)
C (-4.940, -1.457, -0.536)
H (-0.852, 0.106, 3.899)
C (0.183, 3.154, 3.675)
N (1.439, -1.865, -0.387)
H (0.334, 5.416, 3.110)
H (0.767, 4.264, -2.635)
O (1.162, 2.410, -1.834)
H (6.126, -2.510, -1.691)
H (2.283, -2.273, -0.731)
H (5.820, -2.640, -4.127)
C (2.905, -5.169, 1.691)
N (-3.552, 0.506, 2.282)
C (1.034, 2.683, -0.451)
C (1.596, -0.355, -5.432)
C (-3.080, 0.556, 4.420)
C (-1.935, 2.091, -1.345)
N (-4.175, -0.695, 0.168)
O (2.388, -3.966, 1.087)
H (4.037, -1.826, -5.318)
H (2.445, 3.965, -2.198)
H (-5.175, 0.821, 3.553)
C (4.357, -1.185, -1.519)
H (2.972, -5.119, 2.786)
H (-1.799, -4.422, 2.916)
H (-3.254, 0.623, 5.471)
O (1.867, -0.448, -4.007)
H (-1.077, 1.809, -2.001)
H (1.798, 0.888, -1.937)
C (-4.073, 0.696, 3.468)
N (-2.294, 0.181, 2.403)
C (0.751, 1.399, 0.395)
V (-1.361, -0.081, 0.725)
N (-3.545, 1.683, 0.090)
N (0.244, 0.202, -0.232)
N (2.178, -0.002, -1.473)
H (0.618, -5.102, 2.624)
H (2.367, -6.046, 1.336)
N (-2.273, 1.388, -0.259)
C (-2.930, 3.004, -1.596)
C (-2.918, -2.115, -0.903)
C (3.218, -0.735, -2.156)
H (-4.862, 3.277, -0.458)
C (0.655, 2.508, 2.346)
H (-4.574, -3.223, -1.880)
C (-1.923, 0.289, 3.687)
H (3.880, -5.131, 1.271)
H (1.260, 4.880, -0.304)
N (-2.868, -1.072, -0.072)
C (3.019, -0.919, -3.469)
H (-2.462, -2.247, 1.921)
C (0.013, 4.441, 2.746)
N (-0.218, 1.591, 1.511)
H (1.549, 0.362, 2.409)
H (4.443, -1.140, -0.496)
H (-2.001, -2.604, -1.258)
H (-0.783, 2.853, 4.112)
B (-4.366, 0.633, 0.956)
H (1.889, 0.660, -5.796)
C (0.965, 3.866, 1.677)
C (-3.903, 2.725, -0.644)
C (0.941, 3.894, 0.177)
H (-5.448, 0.922, 1.167)
H (0.561, -0.545, -5.534)
C (-1.124, -3.812, 2.335)
C (1.272, 1.261, 1.861)
C (-4.237, -2.395, -1.264)
C (-1.460, -2.603, 1.734)
H (-2.917, 3.705, -2.380)
H (1.673, 3.159, -3.674)
C (5.298, -1.955, -2.153)
H (2.129, -1.092, -6.058)
C (5.137, -2.045, -3.552)
C (1.264, -0.577, -0.765)
C (1.545, 3.528, -2.634)
C (4.017, -1.597, -4.254)
C (-0.591, -1.860, 0.913)

Computed properties:
- lowest unoccupied orbital energy (alpha / beta) (eV) = -10.9 / -10.9
- maximum force (eV/A) = 5.0
- HOMO energy (alpha / beta) (hartree) = -0.577 / -0.577
- frontier orbital gap (alpha / beta) (eV) = 4.79 / 4.79
- total charge = +3
- total energy (eV) = -119684.373
- spin multiplicity = 1